{
  "formula": "C26H30N4O",
  "method": "ωB97M-V/def2-TZVPD",
  "charge": 0,
  "de_lowest_kcal_mol": 51.2,
  "total_energy_ev": -35456.903,
  "spin_multiplicity": 1,
  "symbols": ["C", "C", "C", "C", "C", "C", "C", "H", "H", "N", "C", "C", "C", "N", "C", "C", "C", "C", "C", "C", "H", "H", "H", "C", "H", "H", "H", "H", "C", "N", "H", "C", "C", "H", "C", "C", "O", "N", "C", "C", "C", "H", "H", "H", "H", "H", "C", "H", "H", "H", "H", "H", "H", "H", "H", "H", "H", "H", "H", "H", "H"],
  "xyz": [[5.871225, 2.576141, 0.651446], [4.491722, 2.242193, 0.170647], [3.405515, 2.303806, 1.038659], [2.129482, 2.009435, 0.605661], [1.917184, 1.645195, -0.721108], [2.989767, 1.589297, -1.602830], [4.263318, 1.884805, -1.151772], [5.093265, 1.838205, -1.842695], [2.835802, 1.327016, -2.638718], [0.622224, 1.313933, -1.123689], [0.251309, 0.452020, -2.101850], [-1.117953, 0.325345, -2.043043], [-1.498920, 1.171430, -0.966660], [-0.433841, 1.744231, -0.437275], [-2.827352, 1.400394, -0.407218], [-2.975875, 1.378310, 0.977207], [-4.216413, 1.567736, 1.563645], [-5.318736, 1.790959, 0.745058], [-5.176772, 1.831427, -0.630155], [-3.936608, 1.636735, -1.211108], [-3.827208, 1.694780, -2.284368], [-6.039319, 2.018452, -1.254522], [-6.293077, 1.938601, 1.190165], [-4.371500, 1.541390, 3.054542], [-5.190176, 0.884354, 3.345076], [-3.455990, 1.196968, 3.527888], [-4.598401, 2.540497, 3.426776], [-2.101064, 1.195969, 1.583060], [-1.953636, -0.680711, -2.764651], [-2.188626, -1.810372, -1.869336], [-2.914338, -2.415467, -2.233403], [-0.999399, -2.558110, -1.520685], [-1.044749, -3.083015, -0.073428], [-1.669878, -3.975685, -0.018055], [-1.516896, -1.992185, 0.888698], [-0.240932, -1.289889, 1.308974], [-0.138891, -0.230259, 1.886827], [0.800910, -2.074825, 0.937985], [2.149738, -1.665395, 1.131201], [3.161524, -1.767483, 0.026451], [3.272394, -2.646596, 1.241463], [4.056151, -2.443113, 1.954313], [3.053110, -3.696865, 1.126648], [2.862188, -2.226681, -0.903387], [3.860433, -0.955174, -0.096618], [2.172905, -0.776994, 1.751423], [0.389752, -3.353308, 0.401987], [1.041232, -3.672050, -0.414880], [0.413654, -4.121026, 1.187599], [-2.203768, -1.296225, 0.409615], [-2.001395, -2.407042, 1.773813], [-0.804956, -3.401086, -2.204441], [-0.152397, -1.871231, -1.586650], [-2.929304, -0.264733, -3.019273], [-1.444506, -0.978150, -3.699106], [0.965232, -0.009612, -2.755317], [1.281954, 2.031690, 1.271655], [3.567189, 2.579222, 2.070730], [6.008022, 3.657851, 0.668101], [6.028147, 2.205305, 1.662190], [6.627549, 2.149585, -0.003256]],
  "forces_ev_per_a": [[-0.02, 0.09, -0.01], [0.04, -0.06, -0.03], [0.06, -0.02, -0.17], [-0.15, -0.06, -0.12], [0.80, 0.26, 0.37], [-0.31, -0.01, 0.02], [0.02, -0.01, 0.14], [0.08, -0.01, -0.06], [-0.04, -0.01, -0.10], [-0.60, -0.43, -0.54], [-0.36, 0.10, -0.09], [0.24, 0.18, -0.10], [0.60, -0.17, -0.43], [-0.30, 0.51, 0.50], [-0.27, 0.11, 0.19], [-0.08, 0.04, -0.09], [-0.05, 0.01, -0.02], [0.03, -0.01, -0.02], [-0.14, 0.00, -0.03], [0.15, -0.04, -0.01], [0.03, 0.00, -0.09], [-0.05, 0.02, -0.04], [-0.10, 0.01, 0.04], [-0.01, 0.04, -0.01], [-0.03, -0.03, 0.08], [0.03, -0.02, 0.10], [-0.01, 0.03, 0.10], [0.12, -0.07, 0.10], [0.09, -0.01, -0.08], [-0.26, -0.25, -0.22], [0.05, 0.07, 0.00], [-0.05, -0.18, 0.22], [0.02, 0.12, -0.09], [0.06, -0.01, 0.03], [0.01, -0.02, -0.02], [-0.23, -0.24, -0.05], [-0.01, 0.46, 0.26], [0.11, -0.19, -0.24], [0.18, 0.26, 0.09], [-0.03, 0.15, -0.06], [0.00, -0.11, 0.15], [0.04, 0.05, 0.07], [-0.08, -0.10, -0.07], [-0.10, -0.12, -0.07], [0.05, 0.12, 0.05], [0.10, -0.08, -0.06], [-0.11, -0.30, 0.11], [0.02, -0.02, -0.02], [0.07, -0.01, -0.13], [0.01, -0.01, 0.11], [-0.01, 0.02, 0.07], [0.04, 0.13, 0.05], [0.01, -0.14, -0.01], [0.09, -0.02, -0.09], [-0.11, 0.09, 0.08], [0.15, -0.13, -0.06], [-0.05, -0.02, 0.09], [0.00, 0.02, 0.12], [0.10, 0.05, 0.03], [0.08, -0.01, 0.06], [0.09, -0.01, 0.00]]
}

{
  "formula": "C10H8O2",
  "method": "ωB97M-V/def2-TZVPD",
  "charge": 0,
  "de_lowest_kcal_mol": 47.6,
  "total_energy_ev": -14592.977,
  "spin_multiplicity": 1,
  "symbols": ["C", "C", "C", "C", "C", "C", "C", "C", "C", "C", "H", "H", "H", "H", "H", "H", "H", "H", "O", "O"],
  "xyz": [[3.215605, -1.099978, 0.110517], [1.960771, -0.179534, -0.072774], [1.835420, 1.137702, 0.003119], [0.559577, 1.645498, 0.064739], [-0.656424, 0.843520, 0.234550], [-1.988454, 1.297501, 0.278975], [-3.045028, 0.387128, -0.028542], [-2.845615, -0.974112, -0.002651], [-1.575052, -1.470840, -0.038655], [-0.444730, -0.506339, 0.030052], [3.603621, -1.080297, 1.176744], [3.942796, -0.641216, -0.580983], [2.880330, -2.164181, -0.195522], [2.663750, 1.856371, -0.225438], [-2.093796, 2.371078, 0.272358], [-4.060041, 0.766721, -0.163297], [-3.708836, -1.648248, -0.266650], [-1.480298, -2.507936, -0.399102], [0.424457, 2.894450, -0.188176], [0.811939, -0.927281, -0.009259]],
  "forces_ev_per_a": [[-1.54, 0.16, -0.72], [0.05, -2.17, 1.98], [3.13, -0.27, -0.97], [-3.19, 6.29, -1.10], [-0.29, -1.27, -0.13], [-0.54, -0.91, -1.68], [0.42, 2.72, 1.87], [-0.70, -0.92, -1.62], [2.41, 0.64, -0.66], [-2.54, -0.98, 0.75], [-0.64, 0.04, -1.35], [0.15, -0.74, 0.40], [0.93, 1.80, 0.47], [-0.84, -0.87, 0.64], [-0.42, 0.10, 0.13], [0.35, 0.04, 0.16], [1.04, 0.70, 0.60], [0.60, 0.51, 0.76], [-0.02, -2.49, 0.97], [1.64, -2.37, -0.51]]
}

{
  "formula": "C4H14O13V3",
  "method": "ωB97M-V/def2-TZVPD",
  "charge": 1,
  "de_lowest_kcal_mol": 0.0,
  "total_energy_ev": -108049.918,
  "spin_multiplicity": 1,
  "symbols": ["O", "V", "O", "O", "V", "O", "O", "V", "O", "C", "O", "O", "O", "O", "H", "H", "O", "H", "H", "O", "H", "H", "C", "C", "C", "O", "H", "H", "H", "H", "H", "H", "H", "H"],
  "xyz": [[1.030457, -8.293444, 6.465782], [2.266288, -9.217132, 6.526230], [2.035924, -10.283056, 7.696100], [7.287300, -10.659796, 7.193325], [6.892793, -9.874865, 5.891050], [8.202890, -9.585332, 5.060172], [2.975314, -8.425680, 1.811981], [4.395019, -8.171815, 2.481290], [5.400448, -7.936596, 1.305973], [4.532271, -8.974498, 5.105644], [3.413266, -8.453923, 4.765694], [4.607966, -9.766994, 6.124091], [5.555477, -8.782578, 4.356795], [2.984199, -5.611478, 5.200020], [3.075183, -5.315134, 6.110075], [2.806682, -6.559904, 5.198418], [4.216676, -6.053408, 2.978800], [3.955087, -5.420735, 2.298004], [3.787529, -5.758505, 3.819876], [1.461507, -10.655756, 5.141213], [0.775339, -11.315304, 5.298119], [1.692781, -10.687813, 4.205038], [8.525945, -6.622285, 0.692173], [8.775604, -7.053657, 2.127511], [7.833493, -6.354148, 3.124442], [8.584643, -8.474911, 2.150615], [7.550895, -6.990453, 0.370986], [9.317961, -6.953111, 0.027164], [8.470475, -5.531321, 0.626053], [9.821630, -6.821484, 2.356739], [7.230489, -7.123165, 3.612507], [7.112375, -5.697194, 2.631832], [8.356898, -5.758584, 3.870664], [8.763572, -8.788686, 3.042329]],
  "forces_ev_per_a": [[-0.15, 0.86, 0.44], [-0.54, -3.30, 0.15], [0.40, 1.68, -1.09], [-0.23, 0.77, -1.22], [0.74, -0.36, 0.12], [-1.06, -0.41, 0.98], [1.38, -0.38, 0.80], [-0.47, 2.30, -0.88], [-0.62, -0.48, 0.74], [-0.59, -0.67, -0.21], [-0.12, -0.29, 0.72], [0.64, 1.19, -0.33], [-0.01, -0.40, -0.17], [-0.01, -0.12, -0.14], [0.00, 0.07, 0.00], [-0.31, 0.05, 0.32], [0.19, -0.97, -0.23], [0.10, -0.19, -0.17], [0.09, 0.11, 0.10], [0.62, 0.28, -0.21], [0.02, 0.07, 0.31], [-0.14, 0.15, -0.02], [-0.27, 0.45, 0.19], [-0.02, 0.11, -0.38], [-0.23, -0.10, -0.15], [-0.02, 0.11, 0.09], [0.12, -0.18, -0.12], [-0.07, -0.21, -0.07], [0.17, -0.05, 0.08], [-0.07, -0.08, 0.22], [0.15, 0.08, 0.21], [0.14, 0.02, -0.11], [0.06, -0.08, 0.06], [0.13, -0.02, -0.01]]
}

{
  "formula": "H3NO3PS",
  "method": "ωB97M-V/def2-TZVPD",
  "charge": -1,
  "de_lowest_kcal_mol": 60.9,
  "total_energy_ev": -27804.355,
  "spin_multiplicity": 1,
  "symbols": ["N", "O", "O", "O", "P", "S", "H", "H", "H"],
  "xyz": [[-0.958559, -0.978228, -0.231207], [1.559794, -0.490802, -0.434447], [0.944091, -0.302057, 1.939446], [1.736572, 1.670184, 0.715152], [-1.093983, 0.541895, 0.363829], [1.073996, 0.382521, 0.648489], [-1.740864, -1.447966, -0.652960], [-0.003383, -1.185206, -0.575810], [-1.517664, 1.809657, -1.772491]],
  "forces_ev_per_a": [[-0.61, -0.53, -0.41], [0.07, 0.28, 0.27], [0.12, 0.10, -0.20], [-0.24, -0.06, -0.14], [0.04, 0.93, -1.68], [0.79, 0.46, 0.63], [-0.03, -0.04, 0.03], [-0.53, -0.29, -0.14], [0.38, -0.86, 1.64]]
}

> What is the formula in the second record?

C10H8O2